ORCA calculation (the ωB97M-V functional and the def2-TZVPD basis) on a structure of composition C33H33N8O6RbS.

XYZ file:
```
82
Properties=species:S:1:pos:R:3:forces:R:3:lowdin_charge:R:1
Rb -0.21083 -0.17890 -0.73704 0.142 -0.049 -0.027 0.874
C -1.55090 -1.02022 2.52295 -0.001 0.002 0.004 -0.073
N -2.23453 -0.26228 1.48297 0.024 0.035 -0.038 -0.254
C -3.35267 -0.99518 0.93264 0.009 0.042 -0.003 -0.106
C -2.45661 1.10475 1.80426 -0.014 0.056 0.066 -0.191
C -3.73808 1.62815 1.91518 -0.002 0.019 -0.027 -0.049
C -3.96391 2.96522 2.23860 -0.045 -0.002 -0.014 -0.147
C -2.87585 3.79207 2.46078 0.037 -0.010 0.000 -0.138
C -1.58584 3.29401 2.34533 -0.013 -0.024 -0.005 -0.051
C -1.31874 1.95503 1.99756 -0.002 0.000 0.062 -0.258
N -0.07256 1.47103 1.73526 -0.060 -0.083 -0.194 0.005
C 1.01822 1.79644 2.45317 0.014 0.013 0.022 -0.261
C 1.00436 2.26417 3.79025 0.003 -0.018 -0.031 -0.054
C 2.16503 2.42573 4.53186 -0.021 0.010 0.016 -0.150
C 3.40475 2.15095 3.97948 0.030 -0.007 -0.020 -0.155
C 3.45699 1.72129 2.64974 0.009 0.008 0.010 -0.063
C 2.31719 1.55108 1.88595 -0.027 -0.002 0.050 -0.196
N 2.37810 1.11347 0.52943 -0.055 0.052 -0.028 -0.238
C 3.57145 0.40516 0.12481 0.018 -0.018 0.004 -0.107
C 2.04707 2.17934 -0.40570 -0.024 0.005 -0.046 -0.116
H -2.22888 -1.24016 3.36584 0.002 -0.001 0.000 0.086
H -0.69684 -0.45304 2.88487 -0.003 -0.002 -0.002 0.078
H -1.18684 -1.96160 2.10620 0.005 0.002 0.005 0.072
H -4.17038 -1.15268 1.65865 0.005 -0.014 0.003 0.080
H -2.99543 -1.97948 0.62198 0.003 0.000 -0.010 0.088
H -3.74455 -0.48220 0.05273 -0.005 0.003 0.015 0.079
H -4.59185 0.98583 1.73993 0.008 -0.011 0.004 0.091
H -4.97790 3.34323 2.29520 0.008 0.010 0.006 0.083
H -3.02519 4.83935 2.70526 0.001 0.000 -0.003 0.085
H -0.73532 3.95194 2.48092 -0.008 0.019 0.008 0.103
H 0.04090 2.44562 4.25086 0.013 0.009 0.029 0.094
H 2.09258 2.75586 5.56407 -0.010 -0.001 -0.001 0.081
H 4.31540 2.26272 4.55586 -0.001 0.002 0.001 0.071
H 4.42264 1.51184 2.20524 0.000 -0.001 -0.006 0.087
H 4.46444 1.05459 0.06063 -0.003 0.002 -0.001 0.076
H 3.40632 -0.03946 -0.85830 -0.004 0.007 -0.006 0.060
H 3.77834 -0.40017 0.82987 0.006 0.003 0.000 0.096
H 2.82847 2.95864 -0.42330 0.006 0.000 0.003 0.086
H 1.09813 2.63474 -0.12481 -0.011 -0.014 0.005 0.074
H 1.95160 1.78023 -1.42083 0.022 -0.010 0.061 0.074
N -2.29163 -6.78739 -4.48832 0.004 -0.006 -0.055 0.069
C -1.47809 -6.05586 -3.60188 0.017 0.024 0.029 -0.335
C -0.31722 -6.62207 -3.08018 -0.019 -0.002 -0.015 -0.046
C 0.50442 -5.88679 -2.24053 0.022 0.010 0.015 -0.069
C 0.17075 -4.58637 -1.90584 0.023 0.026 0.029 -0.283
C -0.97949 -4.01267 -2.42784 0.006 0.030 0.007 -0.044
C -1.79817 -4.73976 -3.27440 0.000 -0.022 -0.009 -0.032
S 1.20044 -3.63656 -0.80189 -0.048 0.022 0.010 0.550
O 0.27722 -3.03827 0.14416 -0.071 -0.002 -0.004 -0.403
O 2.18493 -4.54669 -0.26330 -0.004 -0.060 -0.018 -0.330
N 1.80103 -2.42779 -1.63472 -0.065 0.076 0.038 -0.130
C 2.62617 -2.63032 -2.67168 0.090 0.140 -0.109 -0.465
N 3.17090 -1.49576 -3.20574 -0.083 -0.091 0.087 0.113
C 3.96253 -1.64281 -4.24398 0.010 -0.038 -0.049 -0.176
C 4.26695 -2.87578 -4.81673 0.030 0.089 0.001 -0.103
C 3.67147 -3.96448 -4.20720 -0.047 -0.013 0.016 -0.169
N 2.86954 -3.86999 -3.16143 0.039 -0.078 -0.018 0.120
H -2.26907 -7.78197 -4.32536 -0.005 -0.003 0.014 0.072
H -3.24167 -6.45180 -4.52679 -0.006 -0.001 0.016 0.074
H -0.05529 -7.64105 -3.34622 0.007 -0.001 0.005 0.100
H 1.41833 -6.30174 -1.83744 -0.009 -0.014 -0.007 0.106
H -1.24368 -2.99481 -2.16893 -0.006 -0.007 -0.005 0.111
H -2.69455 -4.28416 -3.68026 0.000 0.003 0.001 0.110
H 4.38062 -0.72436 -4.65170 0.016 -0.013 -0.014 0.096
H 4.91682 -2.97452 -5.67442 0.004 0.012 0.003 0.075
H 3.84423 -4.97040 -4.58583 -0.010 -0.011 0.020 0.097
O -1.41128 2.08414 -2.17459 -0.002 -0.077 0.028 -0.101
C -2.52284 1.51707 -2.13226 0.027 0.004 0.011 -0.723
O -2.78583 0.30270 -2.28691 0.040 -0.028 0.031 -0.095
C -3.71807 2.42373 -1.81869 -0.012 -0.047 -0.006 -0.103
C -3.51653 3.66022 -1.22079 0.005 0.016 0.003 -0.005
C -4.58927 4.48563 -0.90821 -0.037 0.025 0.015 -0.070
C -5.88291 4.09542 -1.20759 0.100 -0.027 -0.003 -0.023
C -6.06212 2.85539 -1.80465 -0.107 -0.029 -0.007 -0.151
C -5.01135 2.00464 -2.10181 0.020 0.080 0.048 0.060
N -7.43335 2.43289 -2.12498 -0.004 -0.008 -0.023 -0.359
O -8.35303 3.18286 -1.83346 0.001 0.019 0.013 0.033
O -7.59697 1.35870 -2.67174 0.013 -0.007 0.005 0.058
H -2.49951 3.94752 -0.98771 0.005 -0.011 -0.011 0.121
H -4.41523 5.43244 -0.41274 -0.004 0.001 -0.001 0.102
H -6.73755 4.71445 -0.98217 -0.008 -0.002 0.003 0.105
H -5.17392 1.02935 -2.53531 0.010 -0.005 -0.007 0.124
```
Forces are in eV/Å.

Computed properties:
* LUMO: 3.8 eV
* charge: -2
* HOMO level: -1.1 eV

***

ORCA calculation (the ωB97M-V functional and the def2-TZVPD basis) on a structure of composition C13H32HgN2O5 in a non-equilibrium geometry.

XYZ file:
```
53
Properties=species:S:1:pos:R:3:forces:R:3:nbo_charge:R:1
Hg -0.60087 -0.14998 0.48141 -0.868 1.107 0.830 1.610
C -2.76321 -2.27916 3.46371 -0.685 -0.983 0.794 -0.720
C -1.88889 -1.60574 2.45241 -1.426 -0.201 1.097 0.761
O -1.63026 -2.19859 1.41461 0.593 -1.820 -2.511 -0.786
O -1.52082 -0.45362 2.65584 0.795 2.445 0.900 -0.767
H -3.37084 -3.06327 3.01199 0.105 0.044 -0.245 0.216
H -3.45131 -1.63294 4.00871 0.314 0.359 -0.166 0.224
H -2.16655 -2.79883 4.21340 0.231 0.109 0.060 0.222
C -1.65935 4.31284 0.98390 0.731 0.242 0.464 -0.623
C -0.75115 3.43613 0.07298 -1.296 0.156 0.011 0.128
C 0.74353 3.84859 0.23455 -0.241 -0.637 0.648 -0.642
O -1.06861 2.10837 0.21709 0.409 -1.223 0.373 -1.033
H -1.61238 5.36875 0.71754 0.576 0.272 0.041 0.181
H -1.29285 4.16534 1.99979 -0.222 0.224 0.310 0.190
H -2.73774 4.15461 0.97205 0.131 -0.910 -0.269 0.207
H -1.15167 3.69447 -0.90729 0.700 0.532 -0.918 0.111
H 0.89396 4.91018 0.43078 -0.065 0.190 -0.712 0.208
H 1.40527 3.42681 -0.52195 -0.211 0.479 -0.618 0.183
H 1.20119 3.41033 1.12144 -0.544 -0.322 0.560 0.185
C -2.93684 -2.26567 -2.99073 1.029 -0.565 1.393 -0.637
C -1.93039 -2.03951 -1.76970 -0.658 -1.860 -1.901 -0.077
C -0.53243 -2.48233 -2.16975 -0.275 1.585 1.417 -0.069
O 0.38044 -2.08317 -1.08995 -0.411 -1.810 -1.520 -0.555
C 1.61319 -2.75608 -1.27384 0.574 0.364 -0.274 -0.245
N -2.00637 -0.66086 -1.38658 -0.466 0.753 0.122 -0.858
H -2.74074 -3.16877 -3.56870 0.147 -0.141 0.129 0.214
H -2.87835 -1.43044 -3.68863 -0.345 0.117 0.162 0.202
H -3.88894 -2.41634 -2.48190 -0.358 0.427 -0.619 0.223
H -2.24230 -2.68968 -0.95233 -0.073 0.377 0.245 0.233
H -0.32082 -1.90499 -3.06975 0.697 -0.217 -0.349 0.162
H -0.53900 -3.55702 -2.35166 0.273 0.015 0.027 0.194
H 1.59129 -3.84535 -1.24058 -0.612 -0.178 0.329 0.177
H 2.35304 -2.42919 -0.54318 -0.266 0.183 0.153 0.182
H 2.02418 -2.53664 -2.25925 0.112 0.285 -0.238 0.165
H -1.89989 -0.06214 -2.19300 1.073 0.222 -0.413 0.374
H -2.99239 -0.46517 -1.28884 -0.438 0.021 1.157 0.388
C 3.73558 0.40777 2.14493 0.595 0.074 -0.313 -0.627
C 2.41899 0.60240 1.39427 0.226 0.069 0.721 -0.082
C 2.56804 0.66482 -0.14555 -0.762 -0.475 1.242 -0.061
O 1.28417 0.44275 -0.77578 2.157 0.523 -0.715 -0.590
C 1.25382 0.91512 -2.12303 0.074 1.056 -0.095 -0.257
N 1.48123 -0.44808 1.77817 0.103 -0.629 -0.270 -0.857
H 4.29634 -0.50660 1.95111 -0.251 -0.303 -0.561 0.201
H 3.54947 0.34609 3.21715 -0.094 0.472 0.038 0.219
H 4.42679 1.21812 1.91327 0.043 0.178 0.274 0.216
H 2.05199 1.55067 1.78697 -0.476 -0.006 -0.361 0.216
H 3.25252 -0.14404 -0.40113 0.151 -0.033 -0.511 0.169
H 3.00168 1.63888 -0.37196 -0.097 -0.026 -0.378 0.199
H 0.74357 0.27116 -2.83931 -0.166 -0.423 0.524 0.181
H 2.24227 1.10837 -2.53983 0.309 -0.365 0.232 0.180
H 0.77553 1.89452 -2.13307 -0.362 -0.015 0.047 0.208
H 1.96762 -1.32601 1.66514 -0.017 -0.518 -0.635 0.360
H 1.31915 -0.49706 2.77388 -0.462 0.778 0.296 0.394
```
Forces are in eV/Å.

Computed properties:
* LUMO: 0.4 eV
* HOMO level: -6.8 eV

***

ORCA calculation (the ωB97M-V functional and the def2-TZVPD basis) on the ion N3O with charge +1 in a non-equilibrium geometry.

XYZ file:
```
4
Properties=species:S:1:pos:R:3:forces:R:3:nbo_charge:R:1
N 1.88255 0.00785 0.02219 -4.576 -0.070 -0.222 0.370
N 0.50479 0.02744 0.01687 3.669 -0.104 -0.096 0.003
N -0.63833 -0.05634 -0.09223 3.264 0.289 0.502 0.592
O -1.74901 0.02105 0.05317 -2.358 -0.115 -0.184 0.035
```
Forces are in eV/Å.

Computed properties:
* SMILES: N#[N+]N=O
* LUMO (spin up / spin down): -10.0 / -10.0 eV
* charge: +1
* HOMO level (spin up / spin down): -18.4 / -18.4 eV

***

ORCA calculation (the ωB97M-V functional and the def2-TZVPD basis) on a structure of composition C21H16N4O8Sr.

XYZ file:
```
50
Properties=species:S:1:pos:R:3:forces:R:3:nbo_charge:R:1
Sr -0.00384 -0.04241 -0.48271 0.174 -0.363 -0.047 1.841
O -0.30669 -0.57144 -5.12913 -0.011 -0.020 -0.037 -0.584
C -0.21033 -0.69490 -3.92319 0.040 0.060 0.012 0.628
N -0.80360 0.05263 -2.94247 0.005 0.007 0.040 -0.844
C -1.89006 0.79662 -3.29688 -0.048 -0.088 0.047 0.625
O -2.60702 0.68835 -4.27422 -0.005 0.034 -0.043 -0.587
C -2.28718 1.86812 -2.28199 -0.003 0.047 -0.001 0.143
C -3.23026 2.81300 -2.67217 -0.001 -0.002 -0.005 -0.213
C -3.60057 3.80089 -1.78127 -0.001 0.003 0.006 -0.159
C -3.02977 3.81304 -0.51562 -0.005 -0.004 0.001 -0.259
C -2.10978 2.83039 -0.20636 -0.008 -0.005 0.012 0.036
N -1.73764 1.87884 -1.06544 0.004 0.008 0.004 -0.518
C 0.74546 -1.77174 -3.41570 -0.004 -0.033 0.008 0.133
C 1.28715 -2.65281 -4.34309 -0.003 0.006 -0.004 -0.217
C 2.15502 -3.63536 -3.90506 0.001 -0.002 0.007 -0.159
C 2.46869 -3.70201 -2.55542 -0.001 0.004 -0.011 -0.258
C 1.89453 -2.78059 -1.69856 0.010 -0.007 0.002 0.033
N 1.04316 -1.83843 -2.11531 0.004 0.012 -0.042 -0.526
H -3.64271 2.73656 -3.66739 0.001 0.000 0.001 0.255
H -4.32488 4.55363 -2.06480 -0.002 0.000 -0.001 0.219
H -3.29007 4.56499 0.21619 0.002 0.003 0.003 0.221
H -1.64158 2.79903 0.77166 0.002 0.002 -0.002 0.188
H 1.01051 -2.53501 -5.38033 -0.001 0.001 0.001 0.253
H 2.58667 -4.33866 -4.60584 -0.002 0.001 -0.001 0.217
H 3.14916 -4.44846 -2.16973 -0.002 -0.003 0.004 0.220
H 2.11871 -2.76803 -0.63853 -0.006 0.002 0.006 0.227
O 1.84959 2.97295 2.50534 0.091 0.009 0.054 -0.656
C 1.16723 2.03643 1.86215 -0.103 0.069 -0.104 0.832
O 1.11686 1.96243 0.65186 0.041 0.124 0.043 -0.674
C 0.29650 1.21573 2.76443 -0.034 -0.084 0.044 0.137
C 0.38013 1.27346 4.15222 0.019 -0.015 -0.016 -0.168
C -0.41863 0.41968 4.88186 -0.014 -0.021 0.026 -0.159
C -1.26574 -0.46102 4.21553 -0.004 -0.001 0.019 -0.216
C -1.29423 -0.42288 2.83311 0.010 0.010 -0.043 0.060
N -0.53712 0.41189 2.12842 0.006 0.117 0.090 -0.433
C -2.10913 -1.34413 1.96083 -0.023 -0.037 0.029 0.785
O -3.06684 -2.07231 2.53712 -0.025 0.029 0.110 -0.635
O -1.90686 -1.44511 0.77835 0.038 0.055 0.016 -0.597
H 2.41831 3.41158 1.85531 0.014 0.014 0.015 0.508
H 1.08564 1.94122 4.62225 -0.002 0.004 0.000 0.252
H -0.36981 0.41271 5.96208 -0.003 -0.003 0.003 0.231
H -1.85338 -1.16738 4.78804 -0.004 -0.002 -0.004 0.213
H -3.16903 -1.84798 3.47187 0.012 -0.018 -0.121 0.489
C 3.94443 -1.64236 1.77861 -0.053 0.028 -0.047 -0.727
C 2.73385 -0.72177 1.71755 -0.032 -0.049 0.130 0.804
O 2.73779 0.31151 2.41701 0.087 0.129 0.077 -0.743
O 1.78962 -1.06388 0.94742 -0.146 -0.046 -0.292 -0.878
H 4.57160 -1.40808 2.63460 -0.005 0.008 0.008 0.221
H 4.52849 -1.50402 0.86635 0.000 -0.005 -0.001 0.225
H 3.62767 -2.68491 1.81110 -0.010 0.021 0.006 0.216
```
Forces are in eV/Å.

Computed properties:
* LUMO: -0.8 eV
* HOMO level: -8.4 eV

***

Values of energy relative to the best compared isomer or geometry (same formula, charge and spin), in order: 0.116 0.000 6.411 0.339, all in eV.